(1)
Density functional theory data (wB97M-V/def2-TZVPD) for a structure of composition C36H38BF3FeO4 at a distorted geometry.

Results
Lowest unoccupied orbital energy (alpha / beta): -0.0054 / -0.1426 Eh
Multiplicity: 5
Energy above the lowest of the compared OMol25 structures with the same formula, charge and spin: 2.7711 eV
Electronic energy: -89347.7255 eV
⟨S²⟩: 6.06

```
83
Properties=species:S:1:pos:R:3:forces:R:3
Fe 1.374 2.973 1.925 -0.38 0.04 -0.56
F -2.498 5.850 0.668 -0.81 -0.30 0.07
F -3.861 5.037 2.180 0.08 0.12 -0.92
F -4.643 5.641 0.208 0.88 -0.34 0.56
O 1.452 -1.074 -1.729 -0.42 -0.27 0.92
O 4.462 -3.605 2.645 -1.51 2.40 -0.26
O -3.733 0.164 -2.856 0.15 -0.22 -0.44
O -0.066 -1.901 -0.146 1.07 0.39 -0.33
C 1.250 4.324 3.364 -0.32 -0.94 1.00
C 0.894 -2.317 -2.263 -0.24 -0.61 -0.11
C 1.911 -0.620 1.324 -0.75 0.73 0.03
C -4.432 -0.914 -3.351 0.33 0.38 0.99
C -3.588 5.035 0.843 0.11 0.17 0.12
C 0.408 2.777 0.216 1.01 -0.42 -0.89
C 2.616 -2.160 3.063 -1.04 0.07 0.38
C 0.191 2.226 3.331 0.72 0.93 1.01
C 2.569 3.636 0.475 -0.54 -0.51 -0.89
C 0.830 0.217 0.591 2.24 -0.13 0.96
C 4.124 -1.664 1.222 -0.21 0.34 -0.81
C -4.607 -0.900 -4.789 -0.20 -0.24 -1.09
C -3.666 0.039 -1.488 1.49 3.45 0.46
C 1.187 3.998 0.238 0.42 -0.94 -0.88
C 2.255 3.311 3.645 -1.05 -0.05 0.82
C 1.087 -3.990 -0.258 -0.01 0.01 -0.06
C 0.179 -3.016 -1.012 0.30 -0.23 -0.03
C -3.346 1.278 0.605 -0.22 0.50 2.10
C -0.119 -1.934 -3.338 0.04 0.01 -0.08
C -3.138 1.143 -0.785 -0.70 -2.88 -1.92
C 3.166 -0.824 0.699 1.15 -0.03 -0.04
C -4.801 -1.742 -2.315 0.31 0.33 1.38
C -3.321 3.654 0.312 -0.33 1.51 0.53
C -2.656 2.264 -1.515 0.22 1.94 -0.78
C 1.599 2.013 3.626 -0.64 1.01 0.80
C -3.462 2.553 1.142 -0.16 -1.79 0.29
C -4.319 -1.133 -1.116 -1.36 -2.30 -0.13
C -2.845 3.528 -0.996 0.41 -0.98 -1.29
C 2.636 2.198 0.616 -0.45 0.00 -1.02
C -0.023 3.653 3.168 0.79 -0.43 1.17
C -1.167 -3.674 -1.247 -0.12 -0.10 -0.39
C 2.080 -3.064 -2.848 -0.03 -0.11 -0.17
C 1.681 -1.288 2.539 0.06 -0.67 0.93
C 1.298 1.641 0.435 0.35 1.53 -0.80
C 5.500 -4.079 1.755 0.40 -0.20 -0.03
C 3.791 -2.467 2.332 1.18 -1.93 -0.04
B 0.866 -0.933 -0.512 -2.55 0.67 -0.41
H 2.057 1.063 3.868 0.04 0.16 -0.22
H -2.616 4.403 -1.601 0.10 -0.14 0.26
H -1.554 -4.068 -0.297 0.19 0.15 -0.22
H -1.069 -4.517 -1.942 -0.10 0.16 0.06
H 1.167 -4.934 -0.807 0.17 0.14 0.08
H 2.903 -3.158 -2.125 -0.27 0.02 -0.19
H 0.732 -1.096 3.053 0.45 -0.22 -0.09
H 0.648 -4.209 0.725 0.05 0.10 -0.24
H -5.524 -1.426 -5.068 0.12 0.04 -0.03
H 5.088 -1.780 0.724 -0.24 0.00 0.00
H -0.988 4.128 3.019 0.32 -0.09 -0.31
H -2.173 2.128 -2.487 -0.39 0.08 0.31
H 2.446 -2.692 3.998 -0.06 0.07 -0.22
H 5.112 -4.287 0.748 -0.16 0.17 0.20
H 6.327 -3.360 1.688 -0.14 -0.02 0.09
H 1.403 5.400 3.373 0.03 -0.34 -0.27
H 2.091 -3.575 -0.104 -0.14 -0.15 -0.04
H -4.654 0.129 -5.167 -0.01 -0.24 0.16
H 3.297 3.490 3.893 -0.23 -0.04 -0.27
H -0.496 -2.841 -3.836 0.06 0.34 0.14
H 3.426 4.310 0.456 -0.38 -0.23 0.32
H -3.696 2.693 2.192 0.07 -0.07 -0.13
H 0.382 -1.303 -4.080 -0.12 -0.13 0.09
H -1.891 -2.949 -1.637 0.09 -0.22 0.03
H 3.547 1.619 0.747 -0.28 0.38 0.24
H 3.398 -0.306 -0.231 -0.08 -0.13 0.19
H 0.803 4.997 0.034 0.12 -0.34 0.33
H -4.456 -1.459 -0.090 0.03 -0.05 -0.37
H -0.648 2.679 -0.010 0.20 0.16 0.38
H -0.965 -1.366 -2.919 0.24 -0.19 -0.09
H -0.148 0.221 1.093 0.41 -0.38 -0.04
H -3.770 -1.399 -5.296 -0.10 0.10 0.05
H -5.356 -2.675 -2.376 0.16 0.34 -0.11
H -0.589 1.474 3.327 0.18 0.07 -0.30
H 2.444 -2.488 -3.708 0.02 -0.18 0.17
H -3.438 0.374 1.220 -0.07 0.53 -0.11
H 1.801 -4.065 -3.198 0.01 0.13 0.07
H 5.840 -5.004 2.218 0.02 0.10 -0.05
```
Positions in Å, forces in eV/Å.

In the Löwdin picture, each atom carries the following charge in e: number 1, Fe, carries 0.23; number 2, F, carries 0.10; number 3, F, carries 0.11; number 4, F, carries 0.11; number 5, O, carries 0.16; number 6, O, carries -0.02; number 7, O, carries 0.05; number 8, O, carries 0.13; number 9, C, carries -0.12; number 10, C, carries -0.42; number 11, C, carries -0.12; number 12, C, carries -0.29; number 13, C, carries -0.52; number 14, C, carries -0.07; number 15, C, carries 0.04; number 16, C, carries -0.13; number 17, C, carries -0.11; number 18, C, carries -0.01; number 19, C, carries -0.04; number 20, C, carries 0.00; number 21, C, carries -0.20; number 22, C, carries -0.11; number 23, C, carries -0.13; number 24, C, carries -0.02; number 25, C, carries -0.45; number 26, C, carries -0.02; number 27, C, carries 0.00; number 28, C, carries -0.18; number 29, C, carries -0.01; number 30, C, carries 0.01; number 31, C, carries -0.15; number 32, C, carries -0.02; number 33, C, carries -0.13; number 34, C, carries -0.02; number 35, C, carries 0.01; number 36, C, carries -0.03; number 37, C, carries -0.09; number 38, C, carries -0.12; number 39, C, carries -0.01; number 40, C, carries -0.04; number 41, C, carries 0.01; number 42, C, carries -0.21; number 43, C, carries -0.20; number 44, C, carries -0.23; number 45, B, carries -0.66; number 46, H, carries 0.10; number 47, H, carries 0.13; number 48, H, carries 0.10; number 49, H, carries 0.10; number 50, H, carries 0.09; number 51, H, carries 0.07; number 52, H, carries 0.14; number 53, H, carries 0.09; number 54, H, carries 0.10; number 55, H, carries 0.06; number 56, H, carries 0.11; number 57, H, carries 0.13; number 58, H, carries 0.13; number 59, H, carries 0.05; number 60, H, carries 0.06; number 61, H, carries 0.12; number 62, H, carries 0.07; number 63, H, carries 0.10; number 64, H, carries 0.12; number 65, H, carries 0.10; number 66, H, carries 0.12; number 67, H, carries 0.12; number 68, H, carries 0.10; number 69, H, carries 0.07; number 70, H, carries 0.11; number 71, H, carries 0.13; number 72, H, carries 0.12; number 73, H, carries 0.12; number 74, H, carries 0.10; number 75, H, carries 0.09; number 76, H, carries 0.15; number 77, H, carries 0.10; number 78, H, carries 0.12; number 79, H, carries 0.11; number 80, H, carries 0.09; number 81, H, carries 0.12; number 82, H, carries 0.09; number 83, H, carries 0.08

(2)
Density functional theory data (wB97M-V/def2-TZVPD) for a structure of composition C36H38BMgN6O2P.

Results
Lowest unoccupied orbital energy: -0.0030 Eh
Energy above the lowest of the compared OMol25 structures with the same formula, charge and spin: 0.0072 eV
Electronic energy: -66400.3836 eV

```
85
Properties=species:S:1:pos:R:3:forces:R:3
P 1.829 0.144 0.184 -0.03 0.12 0.10
Mg -0.817 -0.050 -0.467 0.23 0.03 0.18
O -2.297 1.390 -3.666 -0.02 0.02 -0.21
O -0.815 0.308 -2.363 -0.34 0.39 -0.42
N -0.615 -2.214 -0.535 0.31 -0.08 0.01
N -0.491 -0.373 2.100 0.21 0.05 -0.54
N -1.948 -4.118 -1.000 0.01 -0.12 0.09
N -1.033 2.240 -0.509 -0.09 0.13 -0.18
N -2.103 -2.212 -2.284 -0.12 -0.09 -0.04
N -2.773 -0.214 0.077 -0.18 0.12 -0.01
C 2.250 3.643 -1.833 0.00 -0.03 0.03
C 2.012 -0.012 4.786 0.01 0.00 0.05
C 0.759 -0.215 2.735 -0.34 -0.05 0.01
C -4.035 -3.688 -2.156 -0.08 -0.04 0.03
C -0.646 -4.060 1.070 -0.03 0.02 0.10
C -1.353 4.582 0.021 -0.06 0.26 -0.05
C 3.644 -2.011 0.242 0.01 -0.05 0.00
C -1.990 3.739 -2.131 0.01 -0.04 0.01
C -0.947 3.285 0.375 0.10 -0.41 -0.01
C 1.984 2.333 -1.462 -0.05 0.01 -0.04
C 0.807 -0.179 4.129 0.14 -0.04 0.04
C -3.924 -0.318 0.069 -0.35 -0.11 0.12
C -1.542 -2.848 -1.239 -0.08 0.19 -0.15
C 1.937 -0.023 1.997 0.02 0.01 0.00
C -0.280 4.091 2.547 -0.03 0.14 0.01
C -1.212 5.636 0.957 -0.02 -0.01 -0.05
C 4.836 -1.350 -2.170 -0.03 -0.01 0.03
C 4.647 -2.816 -0.282 -0.03 0.05 -0.03
C 3.230 -0.863 -0.433 -0.04 0.03 0.03
C 2.888 2.760 0.722 -0.10 0.01 0.04
C -0.686 5.402 2.192 0.05 -0.15 0.06
C 3.198 0.111 4.069 -0.10 -0.02 -0.02
C -1.526 2.478 -1.708 0.07 -0.18 0.09
C 3.145 0.104 2.688 0.07 0.03 -0.05
C 0.222 -3.099 0.275 -0.11 0.13 0.06
C 2.300 1.877 -0.181 0.19 -0.10 0.01
C -1.580 1.305 -2.693 0.36 -0.16 0.29
C 5.246 -2.488 -1.490 -0.03 0.03 0.02
C -1.422 -4.921 0.097 -0.04 0.04 -0.14
C 3.834 -0.544 -1.647 0.03 0.03 -0.05
C -2.954 -4.715 -1.872 0.09 0.00 0.07
C 2.823 4.519 -0.921 0.01 -0.03 0.04
C -3.403 -2.519 -2.880 0.17 0.02 0.09
C -0.411 3.059 1.666 -0.01 -0.03 -0.05
C -1.891 4.786 -1.271 -0.02 0.09 0.02
C 3.141 4.075 0.356 -0.04 -0.02 -0.06
B -5.502 -0.514 0.097 0.08 -0.02 -0.01
H 3.191 -2.279 1.189 0.01 0.01 -0.01
H 3.115 2.443 1.731 0.01 -0.03 -0.01
H -2.256 -5.424 0.591 -0.03 0.02 0.03
H 0.937 -3.654 -0.345 -0.01 -0.02 -0.05
H -0.107 2.056 1.931 -0.03 0.04 -0.03
H -4.038 -1.636 -2.820 -0.04 0.04 0.01
H -2.499 -5.065 -2.806 0.03 0.00 -0.02
H -3.258 -2.764 -3.935 0.02 0.02 -0.03
H -0.770 -5.702 -0.310 0.02 -0.03 -0.02
H 4.062 0.209 2.117 -0.01 0.00 0.00
H -4.832 -4.117 -2.763 0.01 0.00 0.00
H -3.354 -5.586 -1.355 -0.03 0.00 0.01
H -1.655 -1.339 -2.556 -0.04 0.03 0.04
H 4.146 0.216 4.581 -0.01 0.00 0.00
H -1.533 6.631 0.669 0.01 -0.02 0.01
H -0.109 -0.309 4.694 0.00 0.00 0.00
H 1.497 1.662 -2.164 -0.03 0.03 0.02
H -2.406 3.821 -3.124 0.01 0.00 0.00
H -1.341 -3.475 1.681 0.01 -0.03 0.01
H -0.580 6.212 2.902 0.01 -0.03 0.00
H 3.016 5.546 -1.203 -0.01 -0.02 0.01
H 5.295 -1.084 -3.113 0.00 0.00 0.01
H 0.142 3.907 3.527 -0.02 0.02 0.00
H 2.028 0.000 5.868 0.01 0.01 -0.01
H 4.961 -3.700 0.260 0.00 0.01 0.00
H 0.830 -2.500 0.959 0.01 0.03 -0.04
H 3.577 4.756 1.075 0.00 -0.01 -0.01
H -5.782 -0.871 1.228 0.04 0.04 -0.11
H 1.991 3.982 -2.828 0.00 0.00 0.00
H 3.531 0.342 -2.191 0.01 -0.04 0.03
H -4.477 -3.355 -1.214 0.01 0.00 -0.01
H -0.536 -1.090 1.381 0.09 -0.34 0.50
H -0.059 -4.692 1.738 0.01 -0.01 -0.02
H -2.222 5.778 -1.555 0.01 -0.01 0.01
H 6.030 -3.114 -1.898 -0.01 0.01 0.01
H -6.018 0.548 -0.190 0.08 -0.11 0.03
H -1.291 -0.467 2.708 0.03 0.09 0.06
H -5.770 -1.383 -0.720 0.06 0.10 0.07
```
Positions in Å, forces in eV/Å.

In the Löwdin picture, each atom carries the following charge in e: number 1, P, carries 1.12; number 2, Mg, carries 0.48; number 3, O, carries 0.08; number 4, O, carries -0.15; number 5, N, carries -0.02; number 6, N, carries 0.08; number 7, N, carries -0.03; number 8, N, carries 0.13; number 9, N, carries 0.11; number 10, N, carries 0.10; number 11, C, carries -0.07; number 12, C, carries -0.07; number 13, C, carries -0.32; number 14, C, carries -0.15; number 15, C, carries -0.16; number 16, C, carries -0.15; number 17, C, carries -0.11; number 18, C, carries 0.02; number 19, C, carries -0.18; number 20, C, carries -0.12; number 21, C, carries -0.03; number 22, C, carries -0.18; number 23, C, carries -0.37; number 24, C, carries -0.32; number 25, C, carries -0.06; number 26, C, carries -0.03; number 27, C, carries -0.08; number 28, C, carries -0.08; number 29, C, carries -0.33; number 30, C, carries -0.08; number 31, C, carries -0.07; number 32, C, carries -0.08; number 33, C, carries -0.17; number 34, C, carries -0.11; number 35, C, carries -0.23; number 36, C, carries -0.35; number 37, C, carries -0.58; number 38, C, carries -0.09; number 39, C, carries -0.15; number 40, C, carries -0.08; number 41, C, carries -0.14; number 42, C, carries -0.08; number 43, C, carries -0.15; number 44, C, carries -0.01; number 45, C, carries 0.01; number 46, C, carries -0.07; number 47, B, carries -0.41; number 48, H, carries 0.10; number 49, H, carries 0.09; number 50, H, carries 0.12; number 51, H, carries 0.13; number 52, H, carries 0.08; number 53, H, carries 0.12; number 54, H, carries 0.13; number 55, H, carries 0.12; number 56, H, carries 0.13; number 57, H, carries 0.12; number 58, H, carries 0.12; number 59, H, carries 0.12; number 60, H, carries 0.10; number 61, H, carries 0.10; number 62, H, carries 0.11; number 63, H, carries 0.11; number 64, H, carries 0.10; number 65, H, carries 0.12; number 66, H, carries 0.12; number 67, H, carries 0.10; number 68, H, carries 0.10; number 69, H, carries 0.11; number 70, H, carries 0.11; number 71, H, carries 0.11; number 72, H, carries 0.10; number 73, H, carries 0.07; number 74, H, carries 0.11; number 75, H, carries 0.00; number 76, H, carries 0.11; number 77, H, carries 0.10; number 78, H, carries 0.11; number 79, H, carries 0.01; number 80, H, carries 0.12; number 81, H, carries 0.12; number 82, H, carries 0.10; number 83, H, carries 0.00; number 84, H, carries 0.11; number 85, H, carries -0.01